290
Properties=species:S:1:pos:R:3:forces:R:3 method="wB97M-V/def2-TZVPD" orbital_gap_ha=0.290 fmax_ev_per_a=2.8 smiles="CN(C)P(=O)(N(C)C)N(C)C.CN(C)P(=O)(N(C)C)N(C)C.CN(C)P(=O)(N(C)C)N(C)C.CN(C)P(=O)(N(C)C)N(C)C.CN(C)P(=O)(N(C)C)N(C)C.CN(C)P(=O)(N(C)C)N(C)C.CN(C)P(=O)(N(C)C)N(C)C.CN(C)P(=O)(N(C)C)N(C)C.CN(C)P(=O)(N(C)C)N(C)C.CN(C)P(=O)(N(C)C)N(C)C" relative_energy_ev=3.245 total_charge=0 energy_ev=-223216.51066 homo_ha=-0.2814
C -4.832534 0.755334 -2.889307 -0.319 -0.294 0.760
N -4.961397 0.419706 -4.279628 0.672 -0.473 -1.739
C -3.718930 0.004585 -4.938116 -0.181 0.984 0.103
P -6.408762 0.656847 -5.091948 0.201 -0.003 -0.062
O -7.034030 1.950681 -4.722716 -0.103 -0.633 -0.045
N -6.102704 0.446997 -6.761574 1.127 0.306 1.827
C -7.138232 -0.008874 -7.662874 0.346 -0.430 -0.313
C -5.119626 1.350125 -7.368941 -0.796 -0.035 -0.850
N -7.304935 -0.670337 -4.668831 -1.408 -0.581 0.547
C -6.834665 -2.046598 -4.897247 0.384 1.545 -0.723
C -8.790549 -0.553240 -4.538416 1.623 0.595 -1.403
H -3.785512 0.857465 -2.600748 0.088 0.427 -0.350
H -5.165760 -0.065343 -2.238621 -0.340 0.109 -0.050
H -5.393240 1.663268 -2.664327 0.099 -0.033 0.150
H -3.010489 0.841505 -4.872207 0.130 -0.044 -0.006
H -3.916223 -0.134902 -5.996042 0.187 -0.554 0.153
H -3.222553 -0.847923 -4.470655 -0.316 -0.261 -0.078
H -7.552383 0.837901 -8.216767 -0.462 -0.057 0.203
H -6.746648 -0.699342 -8.419378 0.330 0.114 0.004
H -7.877686 -0.614112 -7.146031 -0.229 0.439 0.126
H -4.252663 0.826036 -7.779178 -0.063 -0.134 -0.048
H -5.663901 1.809692 -8.199450 0.412 0.323 -0.140
H -4.746837 2.160411 -6.742904 -0.273 -0.183 0.402
H -6.799163 -2.253883 -5.973113 -0.217 -0.331 -0.014
H -5.794142 -2.082433 -4.573185 -0.143 -0.499 0.399
H -7.532683 -2.715544 -4.405504 0.391 -0.278 0.195
H -9.184086 -0.495215 -5.558177 -0.549 0.003 0.118
H -8.953519 0.409744 -4.062313 -0.554 -0.293 0.350
H -9.196401 -1.453569 -4.088714 -0.029 0.261 0.533
C 4.482291 2.441726 -0.919269 0.599 0.030 -0.277
N 4.397336 3.847057 -1.324714 1.003 0.416 -0.505
C 3.935029 4.767955 -0.302577 -1.027 -0.296 0.367
P 4.984884 4.383126 -2.814455 -0.845 1.116 0.679
O 5.811705 3.389017 -3.523029 -0.551 -0.253 -0.048
N 3.604785 4.870880 -3.671926 1.226 -0.424 -0.589
C 3.109256 4.044189 -4.758697 -0.171 0.025 -0.421
C 2.730898 5.970841 -3.333454 -0.041 0.098 0.357
N 5.754285 5.873284 -2.523863 -1.524 -0.783 0.183
C 6.550199 6.128581 -1.359959 1.245 -0.278 0.005
C 6.152776 6.657733 -3.681011 0.804 -1.657 -0.248
H 5.507802 2.092907 -0.762635 0.144 0.252 0.019
H 4.087861 1.778099 -1.689763 -0.340 0.021 0.099
H 3.968272 2.309062 0.030998 -0.338 0.021 -0.167
H 2.872482 4.600601 -0.090293 0.006 -0.167 0.032
H 3.995593 5.814921 -0.590112 0.444 -0.096 -0.077
H 4.457042 4.584320 0.641210 0.177 0.257 -0.016
H 2.786849 3.077629 -4.364677 -0.268 -0.056 -0.232
H 2.297239 4.574477 -5.259071 -0.330 -0.095 0.394
H 3.761209 3.859681 -5.618714 0.699 -0.011 0.515
H 1.681246 5.662191 -3.294375 0.032 -0.199 -0.158
H 2.932781 6.351686 -2.333360 0.270 0.187 -0.190
H 2.814538 6.761591 -4.084706 -0.053 0.191 0.172
H 6.537724 7.201150 -1.142810 -0.127 -0.073 0.237
H 6.285489 5.539569 -0.484525 -0.386 0.161 -0.115
H 7.601033 5.856554 -1.550349 0.039 0.160 -0.010
H 5.488595 6.415846 -4.512570 -0.530 0.975 0.200
H 7.087085 6.245065 -4.096024 0.329 0.286 0.331
H 6.345035 7.679514 -3.360920 -0.519 0.238 -0.492
C -0.497009 3.712125 -10.355199 0.046 -0.243 0.082
N 0.277086 4.107116 -9.180458 -0.394 0.291 -0.830
C 1.683821 4.209940 -9.493689 0.875 0.426 0.520
P -0.380852 4.665149 -7.737350 0.289 -0.030 -0.700
O 0.553084 5.561748 -7.037201 0.246 -0.064 0.339
N -1.831438 5.383012 -8.225640 -0.828 -0.856 0.971
C -1.756054 6.698547 -8.819994 1.825 0.181 -0.959
C -3.064232 5.185769 -7.469435 0.015 -0.059 0.752
N -0.709741 3.306732 -6.847878 -1.793 -1.339 0.625
C -0.001856 2.944872 -5.616203 1.708 2.073 -0.747
C -1.525249 2.179564 -7.375937 0.740 1.181 -0.628
H -0.648838 4.487130 -11.115659 -0.024 0.431 0.335
H -1.467597 3.313009 -10.068152 0.000 0.010 -0.112
H 0.072078 2.952555 -10.897820 -0.138 -0.308 0.207
H 1.865724 4.814608 -10.387680 -0.186 0.049 -0.060
H 2.191521 3.252627 -9.654237 -0.391 -0.245 -0.063
H 2.238277 4.688215 -8.685034 -0.243 0.090 0.073
H -1.369513 7.483898 -8.160943 -0.215 -0.184 0.334
H -0.985890 6.589429 -9.594907 -0.167 0.447 -0.177
H -2.656186 7.077440 -9.300915 -0.287 -0.554 0.133
H -2.931207 4.476611 -6.649470 0.059 -0.191 -0.268
H -3.374340 6.096884 -6.948539 0.049 0.178 -0.236
H -3.888161 4.859403 -8.107420 0.024 -0.015 -0.062
H 1.053474 2.839176 -5.890388 -0.021 -0.732 0.239
H 0.084952 3.825994 -4.973847 -0.601 -0.262 0.398
H -0.370094 2.055355 -5.124331 -0.318 0.082 -0.033
H -2.557879 2.503595 -7.503160 -0.056 -0.237 -0.129
H -1.479443 1.328051 -6.706815 -0.041 0.041 0.126
H -1.098287 1.874846 -8.335139 -0.262 -0.203 -0.080
C -7.807416 -0.300997 2.379627 0.155 0.039 0.539
N -6.740167 0.227095 3.232618 -0.084 -0.600 0.270
C -6.788362 1.671672 3.341519 0.422 0.371 -0.872
P -5.282575 -0.613928 3.333943 0.466 -0.378 1.922
O -4.499764 -0.850861 2.108084 -0.092 0.083 0.067
N -4.346068 0.190547 4.515033 -0.807 0.509 -1.003
C -2.912516 0.408956 4.308318 -0.396 -1.403 -0.592
C -4.878194 0.328888 5.841182 0.634 0.569 1.179
N -5.665492 -2.050757 4.166583 -1.132 0.724 -0.765
C -6.878059 -2.242174 4.961284 0.547 0.742 -0.196
C -4.632424 -3.036110 4.336904 0.774 -0.393 -0.663
H -8.750176 0.056842 2.799028 -0.100 -0.104 -0.076
H -7.805387 -1.389073 2.424951 -0.003 0.012 -0.288
H -7.732164 0.070807 1.354561 0.100 -0.193 -0.078
H -6.035742 1.952387 4.075044 -0.042 0.564 -0.311
H -7.756094 2.136729 3.557162 -0.237 -0.877 0.806
H -6.654898 2.106411 2.338124 0.849 0.158 0.170
H -2.418456 0.947374 5.112938 -0.486 0.373 -0.191
H -2.430954 -0.577122 4.269699 0.288 0.064 0.116
H -2.744758 0.813898 3.311545 0.055 0.433 0.205
H -4.546562 1.270900 6.300445 -0.145 0.278 -0.391
H -5.965328 0.341162 5.893149 0.002 -0.197 -0.256
H -4.491772 -0.373997 6.595514 -0.163 -0.612 -0.388
H -7.509666 -3.032370 4.550811 0.124 -0.282 0.301
H -6.568099 -2.393532 5.998006 -0.388 -0.402 0.078
H -7.462891 -1.323207 4.936465 -0.015 -0.043 0.028
H -4.082010 -3.161722 3.400716 -0.078 0.070 -0.079
H -5.022225 -4.029235 4.566269 -0.365 0.143 0.068
H -3.859699 -2.816809 5.086068 -0.229 0.286 0.294
C -2.278000 0.819403 0.542714 0.504 0.099 -0.657
N -1.348864 1.902279 0.871608 -0.013 0.178 0.544
C -1.994663 3.219174 0.998564 0.680 -0.356 0.464
P 0.339068 1.744861 0.644899 -0.990 0.071 0.586
O 1.052967 3.029500 0.877308 -0.562 -0.373 -0.879
N 0.771377 0.592377 1.789777 -0.804 -0.982 -1.199
C 0.273591 0.701196 3.158239 0.376 0.014 -0.920
C 2.006141 -0.171315 1.652869 0.456 1.054 -0.666
N 0.524053 1.016159 -0.874218 -0.086 -1.159 0.790
C 0.088770 -0.367965 -1.078615 -0.012 -0.282 0.040
C 0.549411 1.827506 -2.082397 0.523 2.001 1.033
H -3.267411 0.974522 0.965455 0.212 -0.062 0.495
H -1.856971 -0.135427 0.858179 -0.264 -0.063 0.138
H -2.465155 0.760920 -0.536147 0.104 -0.046 -0.114
H -1.759034 3.798961 0.107924 -0.347 0.536 0.242
H -1.694180 3.707606 1.929387 0.571 0.317 -0.321
H -3.065770 3.116849 1.172688 -0.085 -0.306 -0.611
H 1.033230 1.222277 3.749914 -0.936 0.309 0.053
H -0.700988 1.178957 3.112797 0.129 0.183 0.316
H 0.183296 -0.316380 3.551113 -0.182 0.046 0.151
H 2.148779 -0.889044 2.460834 -0.337 0.561 -0.650
H 2.095982 -0.701845 0.703809 -0.400 0.041 -0.075
H 2.840469 0.541307 1.659102 0.307 -0.274 0.226
H 0.716879 -0.825291 -1.844022 -0.004 -0.119 0.019
H 0.149828 -0.969504 -0.173755 0.388 0.204 0.080
H -0.960346 -0.498979 -1.362186 0.038 0.399 -0.389
H 0.407933 1.343817 -3.043058 -0.023 -0.640 0.346
H 1.504479 2.364933 -2.075544 0.080 -0.104 -0.449
H -0.179406 2.644116 -1.999631 -0.270 -0.152 -0.247
C -1.295810 -2.190685 7.320842 1.062 -0.582 0.936
N -0.132451 -3.107526 7.253784 -0.312 0.736 -0.716
C 0.969466 -2.830843 8.168269 0.716 -0.902 -0.455
P -0.096416 -4.490685 6.295885 -2.238 1.138 0.847
O 1.199329 -4.822538 5.712254 0.998 -0.550 0.197
N -0.778458 -5.659419 7.307562 0.215 -0.260 -0.915
C 0.051559 -6.800809 7.669737 0.605 0.097 -0.523
C -2.019730 -5.393082 8.061672 1.623 -0.217 -0.394
N -1.279482 -4.110087 5.137519 0.235 -0.669 0.891
C -1.982120 -5.240813 4.531476 -0.523 -0.177 -0.147
C -0.972727 -3.054771 4.179693 0.375 -0.456 -0.113
H -1.489347 -1.711932 6.365880 -0.238 0.037 0.079
H -0.993138 -1.467239 8.076225 -0.148 0.367 -0.264
H -2.189264 -2.639400 7.755025 -0.178 -0.235 -0.390
H 0.915224 -3.415314 9.091661 -0.309 0.314 0.288
H 1.121582 -1.770615 8.362513 -0.392 0.046 0.088
H 1.911136 -3.163283 7.720952 -0.071 0.003 -0.210
H -0.521927 -7.619363 8.101806 -0.176 0.125 0.010
H 0.550987 -7.157561 6.766127 -0.139 -0.194 0.022
H 0.886894 -6.541786 8.329388 -0.247 0.032 0.349
H -2.609056 -4.739528 7.426040 -0.435 0.022 0.356
H -2.510379 -6.343243 8.266386 -0.230 0.038 -0.193
H -1.752549 -4.946306 9.022119 -0.380 0.319 0.062
H -1.626649 -6.213241 4.869325 0.137 0.100 0.152
H -3.053587 -5.194487 4.744530 -0.011 -0.027 0.154
H -1.922662 -5.251451 3.440167 0.359 0.195 -0.019
H -0.182896 -3.372595 3.487356 -0.214 0.084 0.135
H -0.602652 -2.152011 4.666134 -0.236 0.011 0.040
H -1.890620 -2.887137 3.616703 0.151 0.475 -0.083
C 0.148513 5.590276 5.853225 -0.907 -1.150 0.393
N 0.915201 4.336717 5.892435 0.418 0.525 -0.113
C 1.351079 3.886855 4.584879 0.768 -0.658 -0.536
P 0.882962 3.182920 7.132760 0.506 1.588 -0.694
O 2.117885 2.370432 7.109264 -0.677 -0.598 -0.251
N 0.739491 4.110674 8.511746 -1.479 -0.432 -0.416
C 1.706168 5.130109 8.881704 -0.123 -0.461 -0.205
C -0.052851 3.545310 9.607511 -0.035 0.600 -0.094
N -0.549552 2.319193 6.947708 1.308 0.123 0.873
C -0.464419 0.901405 6.701015 0.074 -0.259 0.230
C -1.830481 2.979137 6.845807 0.430 -0.377 -0.397
H 0.469060 6.307093 6.607249 -0.065 0.005 0.005
H -0.896422 5.300131 5.991641 -0.199 0.694 0.308
H 0.137777 6.047719 4.866587 0.598 -0.069 -0.042
H 1.682654 4.698516 3.935488 -0.037 0.267 0.321
H 0.625330 3.333187 3.972838 -0.306 0.111 0.341
H 2.220377 3.234462 4.699145 -0.076 -0.041 0.034
H 2.250425 5.429854 7.987618 0.165 0.036 0.142
H 1.194434 5.996856 9.305206 0.042 0.044 -0.008
H 2.380275 4.701062 9.627465 0.264 0.286 -0.064
H 0.241268 4.058332 10.523325 0.263 -0.413 0.144
H -1.119686 3.777280 9.524062 -0.028 -0.159 -0.257
H 0.077618 2.464815 9.660364 0.005 0.032 0.377
H -1.383075 0.402196 7.010805 -0.201 0.256 -0.212
H -0.249686 0.691302 5.647043 -0.136 -0.272 0.136
H 0.303427 0.441346 7.325641 0.245 0.150 -0.206
H -2.571716 2.372890 7.374871 -0.104 0.327 0.213
H -2.154248 3.044300 5.798910 -0.066 0.279 0.066
H -1.693993 3.972047 7.268654 -0.573 0.002 0.062
C 5.574923 -1.744150 -5.802303 0.073 0.247 -0.268
N 4.419823 -2.535801 -5.461932 -1.200 0.269 0.793
C 4.732301 -3.752537 -4.777868 0.528 -1.203 0.268
P 2.917389 -2.285028 -6.161553 1.513 0.948 0.174
O 1.862379 -3.175408 -5.675804 -0.021 -0.983 -0.477
N 2.597078 -0.688530 -5.803178 0.088 0.030 -0.734
C 2.680520 -0.084515 -4.486100 -0.607 -0.106 0.013
C 1.455952 -0.141828 -6.521326 0.334 0.746 0.051
N 3.245844 -2.308245 -7.827206 -1.477 -0.313 0.836
C 3.816446 -1.205662 -8.590685 -0.040 -0.453 0.140
C 2.606738 -3.395552 -8.584973 -0.316 1.627 -0.603
H 5.318314 -0.683420 -5.811571 0.101 -0.008 -0.163
H 5.997402 -2.040011 -6.770996 -0.002 0.104 -0.045
H 6.367632 -1.887609 -5.067123 -0.141 0.013 0.151
H 3.957363 -4.521329 -4.761987 -0.295 0.366 -0.520
H 4.969142 -3.653397 -3.709798 0.231 0.521 -0.121
H 5.611448 -4.169130 -5.288167 -0.042 -0.335 0.300
H 1.769147 -0.286397 -3.907029 0.057 -0.421 0.102
H 3.542456 -0.408742 -3.909080 0.125 0.085 -0.174
H 2.632518 1.000116 -4.610721 0.587 0.039 0.008
H 0.553857 -0.139550 -5.898509 -0.067 -0.179 -0.043
H 1.720103 0.900993 -6.726824 -0.369 0.057 -0.219
H 1.243696 -0.641561 -7.465295 0.107 -0.161 0.092
H 3.565029 -0.248725 -8.135234 0.336 0.022 0.081
H 4.893212 -1.366569 -8.663137 0.100 0.480 -0.079
H 3.424175 -1.180230 -9.610005 -0.179 -0.163 0.039
H 1.701015 -3.037141 -9.099224 -0.122 0.165 0.141
H 2.248326 -4.170849 -7.915182 0.630 -0.420 -0.207
H 3.278060 -3.597969 -9.421295 0.117 -1.043 0.339
C 4.448380 -3.868760 5.572408 0.226 -0.194 -0.291
N 5.337792 -2.827402 5.103342 0.020 1.461 0.607
C 6.720317 -3.203753 5.095892 1.224 -0.145 0.279
P 4.778261 -1.447462 4.277625 0.400 -1.557 -0.557
O 5.831554 -0.477608 3.924869 0.230 -0.522 -0.456
N 3.993138 -2.150577 2.935652 -1.040 0.936 0.215
C 2.745403 -2.914409 3.035941 1.184 -0.587 -0.568
C 4.486563 -2.039852 1.567117 0.711 1.361 0.411
N 3.620392 -0.811571 5.249230 -1.763 -0.244 1.010
C 2.767305 0.266519 4.709711 0.591 -1.238 -0.528
C 3.951000 -0.574897 6.665293 0.660 -0.532 -0.771
H 4.386743 -4.640662 4.796791 -0.527 -0.118 0.093
H 3.473392 -3.475916 5.850177 -0.090 -0.112 -0.274
H 4.853063 -4.370945 6.456288 0.173 0.216 0.070
H 7.420241 -2.380303 4.949514 -0.452 0.271 -0.379
H 6.982768 -3.989227 4.374635 -0.255 0.050 -0.238
H 7.052419 -3.607800 6.061136 -0.449 -0.068 0.168
H 3.018259 -3.892443 2.617204 -0.471 -0.339 0.526
H 2.358966 -2.999361 4.045331 0.011 -0.021 0.053
H 1.993821 -2.545425 2.326918 0.483 0.229 1.163
H 5.261044 -2.765531 1.309842 0.073 -0.094 0.119
H 3.749052 -2.061174 0.759602 -0.426 -0.174 0.748
H 4.883095 -1.024125 1.488917 0.549 -0.193 -0.200
H 2.268707 -0.118200 3.816822 0.811 0.347 0.766
H 1.958828 0.547296 5.382255 0.512 -0.047 0.445
H 3.416734 1.109758 4.468131 -0.350 0.383 -0.056
H 4.668314 -1.353350 6.930305 0.250 0.364 0.255
H 3.108665 -0.701795 7.345225 -0.299 0.291 -0.312
H 4.372939 0.430377 6.712770 0.054 -0.059 0.617
C 0.450001 -7.555590 -1.933411 -0.622 -0.513 -1.031
N 0.169819 -6.541602 -0.937317 0.136 0.049 -0.296
C -0.145358 -7.069256 0.382000 0.092 0.659 0.137
P 0.865781 -5.052186 -1.258622 0.087 0.697 1.342
O 0.818019 -4.649611 -2.682074 -0.130 -0.482 0.869
N 0.087641 -3.967345 -0.201466 0.179 -0.704 -0.333
C -1.323835 -3.720757 -0.395836 -0.154 0.194 -0.706
C 0.651637 -3.456715 1.029462 0.086 -0.412 -0.511
N 2.408479 -5.099051 -0.615864 0.051 0.655 -1.042
C 2.874362 -5.857739 0.540505 -0.216 -0.189 -0.615
C 3.318426 -4.051392 -1.135280 -0.008 -0.345 0.789
H 0.201154 -7.207283 -2.938038 0.258 0.422 0.112
H -0.237639 -8.399394 -1.827821 0.157 -0.078 0.454
H 1.477314 -7.931026 -1.978211 0.062 0.036 0.341
H -0.442917 -6.264349 1.057227 -0.030 0.117 -0.120
H 0.704997 -7.559383 0.862889 -0.042 -0.269 -0.080
H -0.988987 -7.755106 0.309738 0.054 -0.123 -0.035
H -1.911339 -3.841171 0.518013 0.076 0.127 0.092
H -1.455323 -2.723882 -0.829209 -0.309 0.109 0.351
H -1.740829 -4.399860 -1.142446 0.122 -0.140 0.076
H 0.268279 -2.469240 1.299631 -0.309 0.081 -0.301
H 0.442410 -4.102457 1.891501 0.079 -0.147 -0.060
H 1.732792 -3.339409 0.970919 -0.428 -0.382 -0.618
H 2.789932 -6.932910 0.372361 -0.063 -0.040 -0.075
H 3.938507 -5.659556 0.658890 -0.025 0.123 0.211
H 2.331390 -5.628400 1.459880 0.116 0.119 0.086
H 3.685645 -3.462924 -0.289051 0.128 -0.270 -0.334
H 2.824311 -3.356074 -1.810066 -0.227 -0.262 -0.139
H 4.159050 -4.512000 -1.652331 0.121 0.055 -0.064